The following is a DFT calculation (ωB97M-V/def2-TZVPD) of one molecule with the formula C6H11OP at a distorted geometry.

- HOMO-LUMO gap: 0.3149 hartree
- Charge: 0
- SMILES: C=C=CC[P@H](=C)OC
- HOMO level: -7.8 eV
- Lowest unoccupied orbital energy: 0.785 eV
- Calculated total energy: -651.6399 hartree

Positions of all 19 atoms, in Å:
1 C -0.38144 -1.47063 -0.24241
2 C -3.03490 0.99642 0.45176
3 C -1.91472 -1.31749 -0.05527
4 C -2.39061 -0.08880 0.17062
5 C 3.04397 0.10498 -0.04446
6 C 0.42038 1.24332 -0.71371
7 O 1.96961 -0.46786 0.69590
8 P 0.45166 -0.04602 0.39199
9 H -0.09918 -1.39354 -1.27609
10 H 0.09099 -2.31974 0.05511
11 H -3.58526 1.66129 -0.15409
12 H -2.89518 1.47696 1.39806
13 H -2.43717 -2.26669 -0.21182
14 H 2.95887 1.21877 -0.11932
15 H 3.01610 -0.16253 -1.02644
16 H 4.00170 -0.26622 0.41002
17 H -0.60128 1.54638 -0.92377
18 H 1.17867 1.93944 -0.56892
19 H 0.20779 -0.38806 1.76283

Atomic forces in eV per Å
C -2.16 2.81 -1.98
C 0.59 0.58 0.83
C 1.56 1.10 -0.14
C -0.73 -2.98 -0.49
C 0.86 1.17 2.19
C -1.55 -2.05 1.02
O 1.05 0.19 -0.40
P 0.94 -0.11 0.56
H -0.25 -0.15 -1.04
H 0.83 -2.62 1.61
H -0.24 0.27 -1.49
H -0.15 -0.37 1.00
H -0.52 0.72 0.65
H 0.45 -0.84 0.78
H -0.09 -1.26 -2.82
H -0.98 0.67 -0.28
H 0.33 0.27 -0.35
H 0.83 1.56 0.23
H -0.77 1.04 0.12